Formula: C3H5NO2
Source: the Open Molecules 2025 dataset
Level of theory: ωB97M-V/def2-TZVPD

The LUMO energy comes out at 0.8 eV. Its gap between HOMO and LUMO is 10.49 eV. The multiplicity is 1. Its SMILES is O=CCNC=O. Its net charge is 0. The energy above the lowest of the compared OMol25 structures with the same formula, charge and spin is 33.1 kcal/mol.

Last column: Mulliken charge in e.
Geometry (Å):
O (1.10, -0.11, 1.92)  -0.4482
C (0.54, -0.86, 1.18)  0.1030
C (-0.74, -0.29, 0.53)  -0.4266
N (-0.43, 0.85, -0.39)  -0.1567
C (0.44, 0.61, -1.44)  0.0087
O (0.94, -0.45, -1.66)  -0.4839
H (0.78, -1.96, 0.92)  0.2834
H (-1.21, -1.16, -0.04)  0.2390
H (-1.48, 0.08, 1.29)  0.3187
H (-0.78, 1.79, -0.24)  0.2245
H (0.85, 1.49, -2.07)  0.3382

Formula: C3H5NO2
Source: the Open Molecules 2025 dataset
Level of theory: ωB97M-V/def2-TZVPD

The LUMO energy comes out at 0.4 eV. Its gap between HOMO and LUMO is 11.33 eV. The multiplicity is 1. Its SMILES is N#C[C@H](O)CO. Its net charge is 0. The energy above the lowest of the compared OMol25 structures with the same formula, charge and spin is 34.8 kcal/mol.

Last column: Mulliken charge in e.
Geometry (Å):
N (-2.64, -1.01, -0.92)  -0.3893
C (-1.76, -0.46, -0.42)  0.0870
C (-0.60, 0.19, 0.23)  0.3847
O (-0.58, 1.55, -0.10)  -0.5087
C (0.70, -0.49, -0.24)  -0.5826
O (1.79, 0.29, 0.21)  -0.5412
H (-0.72, 0.05, 1.32)  0.1698
H (0.35, 1.81, 0.01)  0.3840
H (0.73, -0.48, -1.33)  0.3305
H (0.75, -1.52, 0.11)  0.3428
H (1.99, 0.06, 1.12)  0.3230

Formula: C3H5NO2
Source: the Open Molecules 2025 dataset
Level of theory: ωB97M-V/def2-TZVPD

The LUMO energy comes out at 0.8 eV. Its gap between HOMO and LUMO is 9.76 eV. The multiplicity is 1. Its SMILES is C=C(N)OC=O. Its net charge is 0. The energy above the lowest of the compared OMol25 structures with the same formula, charge and spin is 29.3 kcal/mol.

Last column: Mulliken charge in e.
Geometry (Å):
C (-0.13, 0.88, -0.98)  -0.9424
C (0.42, -0.08, -0.22)  0.7645
N (1.77, -0.27, -0.04)  -0.4832
O (-0.30, -1.06, 0.43)  -0.3590
C (-1.53, -0.71, 0.91)  0.1129
O (-2.23, -1.51, 1.47)  -0.4409
H (0.48, 1.72, -1.30)  0.2100
H (-1.14, 0.81, -1.35)  0.3330
H (2.35, 0.39, -0.54)  0.2120
H (2.10, -0.51, 0.89)  0.2355
H (-1.78, 0.34, 0.73)  0.3576

Formula: C3H5NO2
Source: the Open Molecules 2025 dataset
Level of theory: ωB97M-V/def2-TZVPD

The LUMO energy comes out at 0.9 eV. Its gap between HOMO and LUMO is 10.72 eV. The multiplicity is 1. Its SMILES is [H]/N=C(/C)OC=O. Its net charge is 0. The energy above the lowest of the compared OMol25 structures with the same formula, charge and spin is 38.3 kcal/mol.

Last column: Mulliken charge in e.
Geometry (Å):
H (-1.87, -0.49, -0.21)  0.5092
N (-1.07, -1.25, -0.19)  -0.6231
C (-0.02, -0.66, -0.09)  0.6283
C (1.45, -0.82, 0.01)  -1.0131
O (-0.16, 1.10, 0.00)  -0.4441
C (-1.38, 1.53, -0.05)  0.2495
O (-2.40, 0.85, -0.16)  -0.5883
H (1.78, -0.40, 0.97)  0.2839
H (1.92, -0.24, -0.79)  0.2888
H (1.75, -1.87, -0.06)  0.3454
H (-1.51, 2.63, 0.02)  0.3635

Formula: C3H5NO2
Source: the Open Molecules 2025 dataset
Level of theory: ωB97M-V/def2-TZVPD

The LUMO energy comes out at 0.4 eV. Its gap between HOMO and LUMO is 11.59 eV. The multiplicity is 1. Its SMILES is O=C=NC=O.C. Its net charge is 0. The energy above the lowest of the compared OMol25 structures with the same formula, charge and spin is 21.8 kcal/mol.

Last column: Mulliken charge in e.
Geometry (Å):
O (-1.52, -2.31, 1.06)  -0.3852
C (-0.59, -1.84, 0.54)  0.6731
N (0.31, -1.27, -0.05)  -0.2738
C (1.70, -1.40, -0.05)  0.1290
O (2.42, -0.62, -0.59)  -0.4302
H (2.07, -2.29, 0.49)  0.2931
C (-0.88, 1.95, -0.28)  -0.8619
H (-1.53, 1.33, 0.35)  0.1737
H (-0.93, 2.99, 0.06)  0.2891
H (-1.21, 1.88, -1.32)  0.2323
H (0.15, 1.59, -0.21)  0.1609

Formula: C3H5NO2
Source: the Open Molecules 2025 dataset
Level of theory: ωB97M-V/def2-TZVPD

The LUMO energy comes out at 0.8 eV. Its gap between HOMO and LUMO is 10.75 eV. The multiplicity is 1. Its SMILES is N=C1OCCO1. Its net charge is 0. The energy above the lowest of the compared OMol25 structures with the same formula, charge and spin is 31.8 kcal/mol.

Last column: Mulliken charge in e.
Geometry (Å):
N (-1.00, -2.23, -0.36)  -0.5875
C (-0.47, -1.11, -0.24)  0.6183
O (-0.52, -0.49, 0.99)  -0.3880
C (0.11, 0.78, 0.97)  -0.2353
C (0.60, 0.93, -0.48)  -0.2031
O (0.20, -0.29, -1.12)  -0.3961
H (-1.07, -2.83, -1.17)  0.2484
H (0.94, 0.81, 1.69)  0.2399
H (-0.61, 1.57, 1.24)  0.2389
H (0.13, 1.79, -0.98)  0.2305
H (1.69, 1.06, -0.54)  0.2343

Formula: C3H5NO2
Source: the Open Molecules 2025 dataset
Level of theory: ωB97M-V/def2-TZVPD

The LUMO energy comes out at 0.1 eV. Its gap between HOMO and LUMO is 9.51 eV. The multiplicity is 1. Its SMILES is C=CO[C@H]1NO1. Its net charge is 0. The energy above the lowest of the compared OMol25 structures with the same formula, charge and spin is 123.7 kcal/mol.

Last column: Mulliken charge in e.
Geometry (Å):
C (0.98, -0.56, 1.23)  -0.5678
C (0.43, -1.26, 0.23)  -0.1508
O (-0.82, -0.93, -0.23)  -0.3592
C (-0.61, 0.40, -0.75)  0.3362
N (-1.55, 1.40, -0.46)  -0.4645
O (0.03, 1.25, 0.08)  -0.3656
H (0.38, -0.04, 1.96)  0.2389
H (2.05, -0.60, 1.38)  0.2647
H (0.98, -1.98, -0.37)  0.3654
H (-0.20, 0.34, -1.75)  0.4114
H (-1.68, 1.98, -1.31)  0.2912

Formula: C3H5NO2
Source: the Open Molecules 2025 dataset
Level of theory: ωB97M-V/def2-TZVPD

The LUMO energy comes out at 0.8 eV. Its gap between HOMO and LUMO is 10.35 eV. The multiplicity is 1. Its net charge is 0. The energy above the lowest of the compared OMol25 structures with the same formula, charge and spin is 60.3 kcal/mol.

Last column: Mulliken charge in e.
Geometry (Å):
O (2.50, -0.20, 0.03)  -0.6335
C (1.27, 0.08, -0.03)  0.3947
N (0.53, -0.85, 0.50)  -0.4126
C (-0.86, -0.58, 0.18)  -0.3246
C (-0.76, 0.89, -0.31)  -0.2718
O (0.65, 1.12, -0.58)  -0.3475
H (1.82, -1.24, 0.54)  0.6041
H (-1.25, -1.25, -0.60)  0.2245
H (-1.52, -0.67, 1.06)  0.2616
H (-1.06, 1.61, 0.46)  0.2397
H (-1.31, 1.10, -1.23)  0.2655

Formula: C3H5NO2
Source: the Open Molecules 2025 dataset
Level of theory: ωB97M-V/def2-TZVPD

The LUMO energy comes out at 0.8 eV. Its gap between HOMO and LUMO is 11.02 eV. The multiplicity is 1. Its SMILES is O=CCNC=O. Its net charge is 0. The energy above the lowest of the compared OMol25 structures with the same formula, charge and spin is 17.4 kcal/mol.

Last column: Mulliken charge in e.
Geometry (Å):
O (-1.74, 0.06, -1.57)  -0.4906
C (-1.54, 0.71, -0.57)  0.0976
C (-0.29, 0.59, 0.26)  -0.4484
N (0.59, -0.39, -0.31)  -0.1369
C (1.52, -1.02, 0.46)  0.0420
O (1.75, -0.74, 1.62)  -0.5591
H (-2.29, 1.45, -0.21)  0.3382
H (0.18, 1.59, 0.33)  0.2417
H (-0.55, 0.31, 1.29)  0.3102
H (0.33, -0.75, -1.22)  0.2644
H (2.05, -1.81, -0.09)  0.3409

Formula: C3H5NO2
Source: the Open Molecules 2025 dataset
Level of theory: ωB97M-V/def2-TZVPD

The LUMO energy comes out at 0.8 eV. Its gap between HOMO and LUMO is 10.63 eV. The multiplicity is 1. Its SMILES is [H]/N=C/OCC=O. Its net charge is 0. The energy above the lowest of the compared OMol25 structures with the same formula, charge and spin is 37.6 kcal/mol.

Last column: Mulliken charge in e.
Geometry (Å):
H (2.20, 1.38, 0.22)  0.2289
N (1.29, 0.91, 0.18)  -0.5757
C (1.34, -0.06, -0.63)  0.0906
O (0.27, -0.84, -0.88)  -0.3501
C (-0.73, -0.81, 0.14)  -0.3185
C (-1.41, 0.52, 0.35)  0.1177
O (-2.06, 0.72, 1.35)  -0.4824
H (2.21, -0.40, -1.19)  0.3889
H (-0.30, -1.13, 1.09)  0.2820
H (-1.48, -1.55, -0.18)  0.2954
H (-1.32, 1.27, -0.46)  0.3231

Formula: C3H5NO2
Source: the Open Molecules 2025 dataset
Level of theory: ωB97M-V/def2-TZVPD

The LUMO energy comes out at 0.8 eV. Its gap between HOMO and LUMO is 10.03 eV. The multiplicity is 1. Its SMILES is NOCC=C=O. Its net charge is 0. The energy above the lowest of the compared OMol25 structures with the same formula, charge and spin is 78.4 kcal/mol.

Last column: Mulliken charge in e.
Geometry (Å):
N (0.17, -1.53, 0.99)  -0.5599
O (0.59, -1.12, -0.30)  -0.2170
C (0.87, 0.27, -0.26)  -0.3062
C (-0.35, 1.13, 0.00)  -0.6547
C (-1.27, 1.35, -0.92)  0.6935
O (-2.07, 1.55, -1.74)  -0.3757
H (0.55, -2.47, 1.06)  0.2450
H (-0.84, -1.63, 0.91)  0.2487
H (1.31, 0.48, -1.24)  0.3114
H (1.60, 0.48, 0.52)  0.2729
H (-0.57, 1.50, 0.99)  0.3420

Formula: C3H5NO2
Source: the Open Molecules 2025 dataset
Level of theory: ωB97M-V/def2-TZVPD

The LUMO energy comes out at 0.8 eV. Its gap between HOMO and LUMO is 10.60 eV. The multiplicity is 1. Its SMILES is [H]/N=C/OCC=O. Its net charge is 0. The energy above the lowest of the compared OMol25 structures with the same formula, charge and spin is 42.8 kcal/mol.

Last column: Mulliken charge in e.
Geometry (Å):
H (1.85, 1.78, -0.29)  0.2312
N (1.07, 1.14, -0.19)  -0.5541
C (1.34, -0.01, -0.63)  0.1194
O (0.49, -1.04, -0.61)  -0.3716
C (-0.77, -0.91, 0.06)  -0.3197
C (-1.17, 0.42, 0.70)  0.0926
O (-1.34, 0.50, 1.89)  -0.4833
H (2.28, -0.32, -1.10)  0.3887
H (-0.79, -1.66, 0.85)  0.2719
H (-1.52, -1.16, -0.70)  0.2611
H (-1.45, 1.24, 0.02)  0.3637

Formula: C3H5NO2
Source: the Open Molecules 2025 dataset
Level of theory: ωB97M-V/def2-TZVPD

The LUMO energy comes out at 0.8 eV. Its gap between HOMO and LUMO is 10.77 eV. The multiplicity is 1. Its SMILES is [H]/N=C/OCC=O. Its net charge is 0. The energy above the lowest of the compared OMol25 structures with the same formula, charge and spin is 41.1 kcal/mol.

Last column: Mulliken charge in e.
Geometry (Å):
H (2.42, 1.12, 0.44)  0.2482
N (1.56, 0.58, 0.56)  -0.5917
C (1.29, 0.03, -0.55)  0.1066
O (0.27, -0.83, -0.81)  -0.3449
C (-0.81, -0.88, 0.11)  -0.2933
C (-1.39, 0.53, 0.29)  0.0745
O (-1.74, 0.94, 1.36)  -0.4526
H (1.83, 0.19, -1.48)  0.3683
H (-0.53, -1.28, 1.09)  0.2850
H (-1.57, -1.54, -0.34)  0.2859
H (-1.44, 1.14, -0.64)  0.3139

Formula: C3H5NO2
Source: the Open Molecules 2025 dataset
Level of theory: ωB97M-V/def2-TZVPD

The LUMO energy comes out at -0.3 eV. Its gap between HOMO and LUMO is 8.93 eV. The multiplicity is 1. Its net charge is 0. The energy above the lowest of the compared OMol25 structures with the same formula, charge and spin is 103.4 kcal/mol.

Last column: Mulliken charge in e.
Geometry (Å):
N (-0.56, -1.41, -0.57)  -0.4990
C (-0.29, 0.00, -0.60)  -0.4876
C (-0.44, 1.59, 1.54)  -0.3776
O (0.72, 1.55, 0.89)  -0.1811
C (1.01, 0.44, 0.09)  0.5313
O (2.11, 0.00, -0.04)  -0.4627
H (0.02, -1.92, 0.09)  0.2585
H (-0.51, -1.85, -1.47)  0.2449
H (-0.25, 0.39, -1.62)  0.3208
H (-1.10, 0.58, -0.13)  0.3784
H (-0.74, 0.53, 1.73)  0.2741

Formula: C3H5NO2
Source: the Open Molecules 2025 dataset
Level of theory: ωB97M-V/def2-TZVPD

The LUMO energy comes out at -0.4 eV. Its gap between HOMO and LUMO is 9.15 eV. The multiplicity is 1. Its net charge is 0. The energy above the lowest of the compared OMol25 structures with the same formula, charge and spin is 132.9 kcal/mol.

Last column: Mulliken charge in e.
Geometry (Å):
N (-1.51, -0.09, 1.31)  -0.6252
C (-1.18, 0.08, 0.08)  0.4761
O (-1.65, 0.17, -1.06)  -0.6128
C (0.34, 0.17, -0.13)  0.4055
C (1.35, -0.30, -1.05)  -0.2901
O (1.09, 1.09, -0.63)  -0.2955
H (0.03, -0.19, 1.81)  0.2504
H (-2.51, -0.20, 1.47)  0.2373
H (0.83, -0.16, 1.55)  -0.0333
H (2.28, -0.71, -0.68)  0.2281
H (1.05, -0.50, -2.08)  0.2594

Formula: C3H5NO2
Source: the Open Molecules 2025 dataset
Level of theory: ωB97M-V/def2-TZVPD

The LUMO energy comes out at 0.6 eV. Its gap between HOMO and LUMO is 9.16 eV. The multiplicity is 1. Its SMILES is N=C=CO.C=O. Its net charge is 0. The energy above the lowest of the compared OMol25 structures with the same formula, charge and spin is 81.9 kcal/mol.

Last column: Mulliken charge in e.
Geometry (Å):
N (0.76, -1.81, -0.61)  -0.5576
C (0.78, -0.60, -0.67)  0.6697
C (0.71, 0.71, -0.69)  -0.6007
O (-0.04, 1.45, -1.57)  -0.4861
H (0.12, -2.25, 0.06)  0.3279
H (1.39, 1.32, -0.12)  0.3931
H (-0.61, 0.88, -2.10)  0.3120
C (-0.76, 0.08, 1.40)  -0.1243
O (-1.06, -1.09, 1.31)  -0.5145
H (0.11, 0.42, 1.99)  0.3147
H (-1.40, 0.88, 1.00)  0.2657

Formula: C3H5NO2
Source: the Open Molecules 2025 dataset
Level of theory: ωB97M-V/def2-TZVPD

The LUMO energy comes out at 0.4 eV. Its gap between HOMO and LUMO is 11.49 eV. The multiplicity is 1. Its SMILES is N#C[C@H](O)CO. Its net charge is 0. The energy above the lowest of the compared OMol25 structures with the same formula, charge and spin is 35.1 kcal/mol.

Last column: Mulliken charge in e.
Geometry (Å):
N (1.33, -2.37, -1.34)  -0.3877
C (0.65, -1.61, -0.80)  0.0491
C (-0.13, -0.68, 0.02)  0.3757
O (-1.47, -0.68, -0.40)  -0.5194
C (0.42, 0.74, 0.02)  -0.4695
O (-0.36, 1.39, 1.01)  -0.5231
H (-0.04, -1.05, 1.05)  0.1785
H (-1.91, -0.04, 0.20)  0.3589
H (0.28, 1.20, -0.97)  0.3022
H (1.50, 0.75, 0.27)  0.3255
H (-0.27, 2.34, 0.93)  0.3099

Formula: C3H5NO2P
Source: the Open Molecules 2025 dataset
Level of theory: ωB97M-V/def2-TZVPD

The LUMO energy (alpha / beta) comes out at 4.1 / 4.1 eV. Its gap between HOMO and LUMO (alpha / beta) is 7.00 / 7.02 eV. The multiplicity is 1. Its SMILES is C/C=C(\[O-])O[PH]#N. Its net charge is -1. The energy above the lowest of the compared OMol25 structures with the same formula, charge and spin is 102.4 kcal/mol.

Last column: Mulliken charge in e.
Geometry (Å):
C (0.03, -1.41, 0.03)  -0.8303
C (-0.63, -0.14, 0.53)  -0.2560
C (-0.97, 0.69, -0.58)  0.5730
O (-1.91, 0.56, -1.30)  -0.5994
O (-0.22, 1.80, -0.81)  -0.4164
P (1.30, 1.78, 0.17)  -0.0044
N (0.96, 1.18, 1.51)  -0.4977
H (1.02, -1.15, -0.25)  0.2485
H (-0.40, -1.66, -0.98)  0.2736
H (0.03, -2.38, 0.70)  0.2364
H (-1.21, -0.09, 1.50)  0.3028
H (1.98, 0.79, -0.52)  -0.0301

Formula: C3H5NO2S
Source: the Open Molecules 2025 dataset
Level of theory: ωB97M-V/def2-TZVPD

The LUMO energy comes out at 6.1 eV. Its gap between HOMO and LUMO is 5.82 eV. The multiplicity is 1. Its SMILES is O=C([O-])NCC[S-]. Its net charge is -2. The energy above the lowest of the compared OMol25 structures with the same formula, charge and spin is 5.6 kcal/mol.

Last column: Mulliken charge in e.
Geometry (Å):
O (-2.14, -0.59, -1.54)  -0.7531
C (-1.00, -0.29, -1.92)  0.4911
O (-0.60, -0.17, -3.14)  -0.8427
N (0.04, -0.13, -0.98)  -0.2012
C (-0.15, 0.34, 0.40)  -0.4314
C (0.87, -0.21, 1.43)  -0.6388
S (0.62, 0.73, 3.02)  -0.8361
H (0.90, 0.18, -1.40)  0.2167
H (-1.12, 0.10, 0.80)  0.3058
H (-0.03, 1.43, 0.44)  0.2190
H (1.95, -0.09, 1.32)  0.2145
H (0.68, -1.29, 1.55)  0.2562

Formula: C3H5NO2S
Source: the Open Molecules 2025 dataset
Level of theory: ωB97M-V/def2-TZVPD

The LUMO energy comes out at -0.6 eV. Its gap between HOMO and LUMO is 8.15 eV. The multiplicity is 1. Its net charge is 0. The energy above the lowest of the compared OMol25 structures with the same formula, charge and spin is 108.3 kcal/mol.

Last column: Mulliken charge in e.
Geometry (Å):
C (-1.01, -1.04, -0.37)  -0.8282
C (0.64, 0.71, 0.30)  0.4172
C (1.42, 0.62, -1.07)  0.1426
H (-0.02, -1.71, -1.06)  0.2974
H (-1.64, -1.84, 0.41)  0.2956
H (-1.90, -0.45, -1.02)  0.2583
H (-0.38, 0.68, 2.25)  0.3096
H (2.07, 1.59, -1.15)  0.2453
N (-0.44, -0.09, 0.48)  0.3213
O (-1.01, 0.06, 1.69)  -0.4394
O (1.20, -0.28, -1.85)  -0.4618
S (1.06, 1.75, 1.40)  -0.5578